Entry 1:
59
Properties=species:S:1:pos:R:3:forces:R:3:mulliken_charge:R:1 method="wB97M-V/def2-TZVPD" smiles="CC(C)(C)OC(=O)N1CCOCCOCCNCCOCCOCC1" orbital_gap_ha=0.3451
C 4.892424 -1.534809 -1.994233 -0.2961 0.1243 0.0621 -1.628
C 3.921983 -1.414646 -0.819588 0.3855 -0.5451 0.0363 1.536
C 4.677637 -1.130198 0.479391 -0.3023 0.0754 -0.3425 -1.739
C 3.073180 -2.677687 -0.674475 -0.0176 0.2872 -0.1408 -1.555
O 3.071309 -0.256622 -0.980401 0.0045 0.1070 0.1070 -0.265
C 2.206318 -0.181407 -2.000341 -0.0628 0.3462 0.0284 0.747
O 2.115994 -0.974032 -2.913726 0.0560 -0.3041 -0.2436 -0.631
N 1.413620 0.918900 -1.908761 -0.0089 -0.0596 0.1038 0.358
C 1.558251 1.921253 -0.877797 -0.2233 0.0799 0.5048 -1.359
C 0.426850 1.903953 0.156937 0.1555 0.2761 -0.1485 -0.004
O 0.734368 0.941613 1.142953 0.2464 -0.0093 -0.0245 -0.340
C -0.319691 0.641762 2.029710 -0.2590 0.0878 0.2959 0.323
C -0.613787 1.763009 3.043128 0.2973 -0.0268 -0.2068 -0.697
O -1.652653 1.398215 3.926769 0.1508 -0.3524 -0.0916 -0.448
C -2.899816 2.018418 3.708912 -0.3897 0.2166 -0.2121 -0.854
C -3.612161 1.592896 2.421591 0.2037 -0.0260 0.3036 -0.227
N -3.960274 0.190162 2.499976 0.3078 -0.0292 0.1902 -0.319
C -4.543517 -0.378330 1.306755 0.2643 -0.2548 -0.3603 -1.274
C -3.577334 -0.613285 0.132873 -0.3847 0.2646 0.2289 0.058
O -2.588329 -1.529606 0.560997 -0.1561 0.1250 0.2525 -0.308
C -1.854966 -2.140314 -0.467756 0.4492 0.1590 -0.3375 -1.288
C -0.748874 -1.270351 -1.081086 -0.3104 -0.4028 0.2647 0.532
O -1.314934 -0.236677 -1.871648 -0.1200 0.1044 0.1968 -0.397
C -0.643376 0.054719 -3.073601 0.2057 0.1944 -0.2882 -0.686
C 0.432845 1.151194 -2.953110 -0.2285 -0.5034 -0.1526 -1.085
H 4.343842 -1.713431 -2.914775 0.0459 -0.0376 -0.0341 0.332
H 5.467158 -0.617033 -2.099713 0.0969 0.0736 0.0079 0.364
H 5.575751 -2.361555 -1.821305 0.1050 -0.0805 0.0548 0.468
H 5.274883 -0.228263 0.374076 0.0936 0.0922 0.0016 0.400
H 5.331584 -1.962744 0.720843 0.0745 -0.0972 0.0131 0.438
H 3.969618 -0.981961 1.290348 -0.0600 -0.0084 0.1240 0.353
H 2.342640 -2.542923 0.120531 -0.0594 -0.0179 0.1280 0.313
H 2.550351 -2.886621 -1.603595 -0.0163 -0.0685 -0.0126 0.326
H 3.711401 -3.522576 -0.431322 0.0815 -0.0816 0.0671 0.491
H 2.494349 1.738916 -0.351256 -0.0872 0.2037 -0.0550 0.295
H 1.596554 2.907465 -1.352815 0.0243 -0.0541 0.0518 0.480
H -0.529645 1.661203 -0.328685 0.0275 0.0280 0.0376 0.125
H 0.347126 2.904656 0.606741 -0.0085 -0.0840 -0.0568 0.547
H -0.000171 -0.248053 2.577623 -0.1264 0.0272 -0.0248 0.322
H -1.229441 0.392646 1.471032 0.0063 -0.0282 0.0267 -0.265
H 0.284345 1.934001 3.648168 -0.0705 0.0476 -0.1180 0.285
H -0.862782 2.696603 2.524241 0.0239 -0.0186 0.0293 0.431
H -3.507667 1.718525 4.564774 -0.0471 0.1061 -0.0784 0.376
H -2.784424 3.113085 3.712950 0.0099 -0.0980 0.0240 0.406
H -4.541297 2.167417 2.334203 0.1062 0.0732 -0.0061 0.541
H -2.981131 1.850144 1.553077 -0.0535 0.0409 0.0161 0.077
H -3.144791 -0.352019 2.770554 -0.0686 0.0263 0.0271 0.330
H -4.966066 -1.346411 1.589187 -0.1022 0.0340 -0.1465 0.371
H -5.354432 0.275077 0.972687 -0.0388 -0.0769 -0.0278 0.437
H -4.135665 -1.031577 -0.716382 0.0446 0.0338 0.0219 0.475
H -3.117352 0.325134 -0.204236 -0.0371 -0.0847 0.0103 0.069
H -1.385396 -3.013993 -0.007242 0.0131 0.0055 -0.1225 0.349
H -2.532230 -2.471716 -1.268512 0.0721 -0.0306 0.0474 0.390
H -0.126616 -0.849773 -0.283557 0.0045 -0.0220 -0.0399 -0.246
H -0.120235 -1.916628 -1.703640 0.0191 0.0041 0.0059 0.554
H -0.184161 -0.850292 -3.484164 -0.0993 0.1094 0.0209 0.392
H -1.407938 0.414588 -3.770361 0.1144 -0.0286 -0.0136 0.414
H -0.047107 2.107039 -2.740833 0.0413 -0.0178 -0.0146 0.484
H 0.939523 1.210955 -3.923611 -0.0971 0.0952 0.0092 0.429

---

Entry 2:
56
Properties=species:S:1:pos:R:3:forces:R:3:mulliken_charge:R:1 method="wB97M-V/def2-TZVPD" orbital_gap_ha=0.1580
Rb 1.329855 0.116873 1.420220 -0.9413 0.1443 0.3058 0.939
C -0.796589 3.241619 0.265497 -0.3676 0.1291 0.1801 -1.399
C -1.964574 2.311347 -0.178028 0.0979 0.2052 0.0184 1.625
C -2.766303 2.983978 -1.302580 0.2492 -0.3162 -0.1593 -1.212
C -2.047182 2.929251 -2.641764 -0.0806 0.1423 -0.2322 -0.589
C -1.684490 1.484140 -2.952468 -0.4280 0.0515 -0.1162 -1.396
C -0.874379 0.811009 -1.838981 0.6148 0.0423 -0.5537 1.671
N -1.562656 1.001875 -0.599522 -1.1334 -0.1168 -0.5587 0.177
O -1.409249 0.061295 0.411163 1.5650 -0.1878 0.6569 -0.758
C 0.591983 1.372722 -1.935329 -0.4912 -0.2455 0.3544 -0.962
C -0.783236 -0.686757 -2.132041 0.1586 0.0106 -0.1261 -1.753
C -2.902997 2.171363 1.004808 -0.3713 0.8639 0.6642 -1.906
H -1.158447 3.941807 1.025114 0.1275 0.0219 -0.0055 0.516
H -0.398533 3.840508 -0.552809 0.1755 -0.1243 -0.0412 0.304
H -0.009407 2.633483 0.714174 0.0899 0.0730 0.0030 -0.054
H -3.021950 3.994897 -0.977040 -0.0989 0.0696 -0.2087 0.388
H -3.669704 2.379546 -1.429169 -0.1832 0.2414 0.1906 0.382
H -1.168222 3.582817 -2.676927 0.0316 -0.0850 0.1371 0.319
H -2.693475 3.278265 -3.455258 -0.0582 0.1468 0.1706 0.373
H -1.198125 1.446313 -3.933855 0.2726 -0.1770 0.1674 0.364
H -2.621472 0.921248 -3.051729 0.0594 0.0033 0.0121 0.389
H 0.607321 2.459451 -1.953639 0.1012 0.0327 -0.1281 0.287
H 1.082122 0.958639 -2.818548 0.1038 0.1303 -0.0211 0.479
H 1.137062 1.039789 -1.054735 0.2354 -0.0208 -0.0413 -0.384
H -1.695117 -1.193951 -1.829209 -0.0061 -0.0107 0.0925 0.435
H 0.070642 -1.118358 -1.602766 -0.1697 -0.1344 0.0676 0.090
H -0.621692 -0.841301 -3.203860 0.0306 0.0298 0.0026 0.435
H -3.694292 1.447569 0.837384 0.1558 -0.2781 -0.0295 0.423
H -3.390768 3.146983 1.178360 0.0693 -0.1362 -0.1589 0.461
H -2.368531 1.966678 1.933282 -0.0235 -0.4001 -0.1240 0.276
C -1.192380 -3.465768 3.382469 0.3023 0.2020 0.3423 -0.593
C -2.040898 -2.393535 4.043415 -0.0426 0.6015 -0.4879 -0.460
C -0.977152 -1.467549 4.638610 -0.6080 0.2533 0.2741 -0.422
O 0.211030 -1.652162 3.871989 0.3242 -0.2099 -0.2088 -0.364
C -0.053229 -2.618728 2.843463 0.3931 -0.1139 -0.2966 -0.124
H -1.717317 -4.064509 2.645394 0.0492 -0.0290 -0.0855 0.355
H -0.712352 -4.097083 4.138311 -0.3743 -0.2484 -0.0489 0.294
H -2.798099 -2.706622 4.757213 0.1444 -0.2171 0.1114 0.371
H -2.547271 -1.836120 3.247249 -0.0843 -0.1081 0.0738 0.140
H -0.784144 -1.688139 5.692722 0.1845 -0.0788 -0.0769 0.288
H -1.300054 -0.425936 4.565594 0.1097 0.0141 0.0347 0.255
H 0.830336 -3.242269 2.672587 0.1596 0.2080 0.2107 0.200
H -0.248542 -2.078452 1.912760 -0.6015 -0.1991 -0.1196 0.044
C 4.918593 -1.051205 -1.684933 -0.2294 -0.3766 0.4558 -0.585
C 4.118346 -2.372545 -1.912228 0.4345 0.5906 0.3396 -0.576
C 3.218857 -2.429037 -0.684113 -0.6718 0.2201 -0.5867 -0.560
O 2.885272 -1.050281 -0.443857 0.9276 -0.7442 0.3080 -0.123
C 4.148965 -0.373993 -0.529710 -0.3604 0.8179 -0.6893 -0.491
H 4.896207 -0.367562 -2.528678 0.0508 -0.2902 -0.2684 0.276
H 5.955992 -1.279863 -1.450114 0.0303 0.2057 0.1562 0.290
H 4.752217 -3.256008 -1.953647 0.0668 0.0547 -0.2610 0.357
H 3.537885 -2.259611 -2.823702 -0.1690 -0.3228 0.0309 0.262
H 3.704420 -2.854495 0.199490 0.1556 -0.0155 -0.0599 0.277
H 2.298427 -2.976279 -0.890615 -0.0504 0.0946 0.1906 0.360
H 4.692867 -0.327442 0.421219 -0.1013 -0.4427 0.0448 0.316
H 3.884416 0.652112 -0.800640 0.1754 0.0291 0.0976 0.290

---

Entry 3:
56
Properties=species:S:1:pos:R:3:forces:R:3:mulliken_charge:R:1 method="wB97M-V/def2-TZVPD" smiles="CCOCC[C@@]1(CCCCCCCCOC(C)=O)COC[NH2+]1" orbital_gap_ha=0.3465 charge=+1
C 6.616150 -1.479201 1.269130 -0.0171 -0.2337 0.0642 -1.149
C 5.442197 -1.629606 0.324723 0.6195 -0.0249 -0.3025 -0.402
O 4.628207 -0.465186 0.268868 -0.3549 -0.0496 0.0016 -0.285
C 3.553135 -0.441544 1.177993 0.4356 -0.1289 0.1246 -1.004
C 2.201290 -0.478089 0.481554 -0.1371 0.3993 0.4573 -1.253
C 1.746806 0.853280 -0.170025 0.1854 -0.0455 0.1185 1.189
C 0.737820 1.605390 0.698113 -0.2756 0.3184 -0.4175 -1.098
C -0.168732 2.589235 -0.059812 -0.0818 -0.4137 -0.1819 -1.170
C -1.419112 1.909781 -0.674115 -0.3896 0.5325 0.0173 -0.722
C -2.746576 2.467157 -0.121516 0.4377 0.3806 0.4092 -1.171
C -3.197616 1.746859 1.146507 0.2508 -0.4707 -0.1035 -0.929
C -3.893216 0.386422 0.921551 -0.1437 0.4644 -0.0349 -0.440
C -4.696713 0.259356 -0.366309 -0.1430 -0.7481 0.0426 -0.253
C -5.358186 -1.109598 -0.443551 -0.4915 0.1109 -0.3191 -0.841
O -4.366498 -2.083107 -0.822049 0.3732 0.0066 0.7922 -0.320
C -4.360263 -3.228021 -0.090061 -0.9263 -0.8866 0.2271 0.738
C -2.976663 -3.801233 0.102419 -0.0814 0.3564 -0.2472 -0.820
O -5.362566 -3.758962 0.340270 0.9589 0.8625 -0.2869 -0.548
C 2.860260 1.763940 -0.675251 0.0778 -0.6126 -1.0590 -0.964
O 3.436071 1.042123 -1.788502 0.0165 0.1240 0.2066 -0.369
C 2.466477 0.275093 -2.390696 -0.5894 -0.3223 0.2108 -0.397
N 1.202327 0.491902 -1.537415 -0.1060 0.0947 -0.7283 -0.186
H 6.311923 -1.425803 2.313542 -0.0480 0.0828 0.0477 0.310
H 7.208050 -0.603036 1.017411 -0.0446 0.1173 -0.0017 0.295
H 7.260716 -2.351535 1.159227 0.0406 -0.0426 0.0605 0.405
H 5.837217 -1.771474 -0.682195 -0.0979 0.0667 -0.0792 0.338
H 4.862863 -2.527290 0.556308 -0.2230 0.0711 0.1117 0.372
H 3.649961 0.448266 1.806545 -0.1496 0.1035 0.0136 0.411
H 3.615679 -1.292755 1.859661 -0.0755 -0.0626 0.0191 0.596
H 1.467790 -0.706460 1.256213 -0.1004 -0.0910 -0.0326 0.527
H 2.168476 -1.312218 -0.219315 0.1707 -0.0086 -0.1289 0.339
H 0.091638 0.890875 1.206054 0.0563 -0.0469 0.1397 0.583
H 1.305879 2.138477 1.460446 0.1149 -0.0980 0.0877 0.450
H 0.364825 3.081050 -0.875916 0.2229 0.1710 0.1364 0.403
H -0.461064 3.392459 0.611679 -0.0878 -0.0078 0.0777 0.671
H -1.439302 2.102149 -1.749620 0.1336 -0.2906 -0.1220 0.522
H -1.390278 0.832411 -0.487234 -0.0297 -0.1262 -0.1933 0.372
H -2.556296 3.508088 0.149254 -0.0734 0.0997 -0.1256 0.553
H -3.506698 2.503597 -0.896370 -0.1405 -0.1842 0.0250 0.508
H -2.294350 1.547487 1.732917 -0.0269 0.1424 0.1953 0.295
H -3.809536 2.389261 1.775315 -0.1918 0.1034 -0.1673 0.393
H -3.166569 -0.425708 0.973977 0.0449 -0.0858 -0.0683 0.052
H -4.591868 0.236433 1.745460 0.0906 -0.1501 0.1274 0.537
H -4.071511 0.346078 -1.255359 0.0205 0.2409 -0.0600 0.231
H -5.503456 0.990627 -0.421385 0.1154 0.2427 0.0131 0.281
H -6.162286 -1.119938 -1.177478 0.0455 -0.0291 -0.1250 0.389
H -5.803645 -1.383697 0.511868 0.0450 -0.1336 0.0313 0.416
H -2.897315 -4.242296 1.089704 -0.1286 -0.1189 0.0422 0.318
H -2.229703 -3.018500 -0.006599 0.0857 -0.0359 -0.0798 0.114
H -2.808259 -4.572390 -0.645806 0.0594 -0.0775 -0.0228 0.304
H 2.410258 2.645916 -1.131681 0.0873 0.4571 0.5408 0.537
H 3.647491 2.001636 0.026579 0.0286 -0.0142 0.1005 0.432
H 2.693183 -0.790545 -2.368586 0.1945 -0.0082 -0.0075 0.334
H 2.215537 0.590551 -3.403467 0.1107 0.0569 -0.0694 0.409
H 0.533753 -0.277533 -1.533894 0.2561 -0.2932 0.0652 0.333
H 0.702295 1.259826 -1.989078 -0.1231 0.2354 0.4570 0.361

---

Entry 4:
56
Properties=species:S:1:pos:R:3:forces:R:3:mulliken_charge:R:1 method="wB97M-V/def2-TZVPD" s_squared=3.772 orbital_gap_ha="0.1691 / 0.1690" multiplicity=4
P 2.036572 1.444336 0.680673 0.6353 -0.8023 -0.1461 1.303
P 0.250281 0.319678 -2.722430 0.5497 -1.0492 -0.4450 1.671
C 2.498391 1.376512 -1.109968 0.3653 0.3018 0.1903 -0.908
C 1.430940 1.675946 -2.195969 0.4618 0.4343 -0.1151 -1.180
H 3.090389 0.457605 -1.285460 -0.5394 0.3180 -0.0038 0.380
H 3.244751 2.189377 -1.118257 -0.1669 -0.0422 -0.3643 0.616
H 0.874751 2.606328 -1.965979 0.0861 -0.6396 0.0429 0.337
H 2.007787 1.942220 -3.089939 -0.0790 -0.2025 -0.1700 0.564
C 1.277567 -0.876061 -3.621715 0.2199 0.2631 -0.3803 -1.617
H 0.670735 -1.767760 -3.810410 0.1328 0.1842 0.2759 0.430
H 2.187454 -1.168158 -3.085536 -0.3422 0.0077 0.0106 0.312
H 1.550931 -0.422171 -4.579212 0.1984 0.0472 0.0529 0.528
C -0.730496 1.039638 -4.040130 0.1060 0.5823 -0.3791 -1.394
H -0.118582 1.057307 -4.945278 -0.1920 0.2445 -0.0059 0.459
H -1.040249 2.051791 -3.775005 -0.1475 -0.0442 -0.1462 0.406
H -1.602922 0.407824 -4.216790 0.0983 0.1458 0.0829 0.387
C 3.640740 1.370578 1.516415 0.3010 0.3485 -0.2613 -1.422
H 3.491495 1.290080 2.609350 0.0986 0.0166 -0.6062 0.404
H 4.142304 2.320209 1.269243 0.2443 -0.4724 0.2712 0.485
H 4.219942 0.514145 1.132636 -0.1782 0.3374 0.2961 0.417
C 1.518278 3.144334 0.918589 0.0409 0.3512 0.1061 -1.528
H 0.816149 3.473707 0.147599 -0.0549 -0.1628 0.2809 0.370
H 2.439013 3.728439 0.815833 -0.1483 0.0911 -0.0121 0.487
H 1.100744 3.310909 1.918039 0.0294 -0.1498 -0.3125 0.424
V -2.764669 -0.088862 2.332183 2.7759 -1.1656 0.0432 0.362
C -0.918667 -0.793547 -1.791498 -0.8599 -1.1897 2.9694 -0.435
C -0.090566 -1.892002 -1.249562 -0.9040 -0.2913 -1.1215 -1.583
C 1.071939 -1.497138 -0.472631 0.4207 0.1877 -0.2016 0.880
C 1.085592 -1.298007 1.039912 0.6696 0.7236 0.3027 -0.882
C 1.000197 0.213582 1.465960 -2.0679 -1.1538 0.8072 0.060
C -0.398563 0.793593 1.390267 -1.4746 0.0945 1.6679 -1.124
C -0.881370 1.093815 0.028789 -0.4374 0.3805 -0.3081 0.943
C -1.721120 0.011011 -0.692749 0.1529 0.4165 -0.4936 0.313
C -1.843082 -0.011662 4.264853 -1.0681 0.6756 0.3406 -1.190
H -1.680732 -1.184577 -2.496880 0.4670 0.2654 -0.1439 0.618
H -0.571933 -2.853728 -1.087644 0.1057 0.0678 -0.2553 0.295
H 1.300997 -0.489720 -0.848475 0.3235 -0.1282 -0.2479 -1.398
H 1.938555 -2.113663 -0.732009 0.3934 -0.2701 0.0754 0.578
H 0.246262 -1.818943 1.504151 0.0267 0.2471 0.1466 0.051
H 2.023233 -1.724805 1.429874 -0.1597 0.0677 0.0696 0.514
H 1.320745 0.217807 2.514598 0.0784 0.3402 0.0061 0.665
H -0.557877 1.637842 2.079777 0.4390 -0.1203 -0.2141 0.111
H 0.014094 1.341488 -0.563472 -0.3301 -0.0130 -0.5916 -1.432
H -1.450317 2.038464 0.037964 -0.0216 -0.1726 0.0161 0.531
H -2.132003 -0.703090 0.076619 0.5291 0.4711 -1.0896 -0.395
H -2.562117 0.497228 -1.199116 -0.2480 0.1143 0.1039 0.391
H -2.812097 0.328289 4.761853 1.0693 -0.2057 0.3270 0.286
H -1.043649 0.738072 4.456461 -0.5197 -0.2296 -0.0550 0.280
H -1.519225 -0.967133 4.720083 -0.3284 0.3269 -0.2743 0.218
C -3.960318 -3.911997 1.967926 -0.5023 0.0173 0.0691 -1.214
C -3.377552 -2.501135 1.891598 1.5416 1.6842 0.0865 1.164
O -4.140211 -1.484323 1.570018 0.0710 -1.6398 0.4553 -0.814
O -2.148380 -2.235691 2.181206 -2.5093 -0.6481 -0.6441 -0.630
H -5.048568 -3.813683 2.103101 0.3685 -0.0244 -0.0459 0.339
H -3.559653 -4.493041 2.814884 0.0724 0.4655 -0.3528 0.305
H -3.815909 -4.521262 1.055662 0.2074 0.5973 0.2910 0.263

---

Relative energy (zero: lowest compared OMol25 entry of this formula, charge and spin) / kJ/mol: 0.0; 18.8; 171.5; 169.0
DFT total energy / eV: -33445.031; -26465.446; -27853.405; -66532.981